DFT (ωB97M-V/def2-TZVPD) results for C10H21Cl2IrP as an isolated structure in a non-equilibrium geometry.

Atoms and positions in Å:
Ir  -1.160  2.150  1.087
Cl  -3.233  2.439  0.263
Cl  0.787  3.238  1.437
C  1.098  -2.326  -0.326
H  0.459  -2.957  0.289
H  2.174  -2.337  -0.149
C  -0.669  -0.555  -0.890
C  0.603  -1.776  -1.476
H  -1.572  -1.170  -0.979
C  1.627  -1.022  -2.340
H  -0.078  -2.417  -2.059
C  1.885  0.368  -1.768
H  2.570  -1.580  -2.388
H  1.255  -0.924  -3.366
C  0.682  1.306  -1.974
H  2.111  0.291  -0.698
H  2.772  0.815  -2.240
C  -0.684  0.609  -1.840
H  0.751  2.156  -1.278
H  0.738  1.725  -2.990
H  -1.427  1.350  -1.513
H  -0.999  0.234  -2.821
C  -1.640  -1.200  1.671
P  -0.539  -0.002  0.852
C  -1.708  1.746  2.951
C  1.067  -0.230  1.679
H  -2.680  -0.918  1.469
H  -1.453  -1.178  2.751
H  -1.439  -2.205  1.279
H  -0.884  1.315  3.534
H  -1.945  2.762  3.307
H  -2.610  1.117  2.947
H  1.300  0.690  2.228
H  0.970  -1.071  2.377
H  1.872  -0.445  0.976

Forces on atoms 1 to 6 (eV/Å):
0.68 -0.42 -1.57
-1.90 0.28 -1.15
1.79 1.01 0.03
1.49 -2.43 2.13
0.29 0.13 0.07
-0.29 0.00 0.25

Properties
Energy relative to the best compared isomer or geometry (same formula, charge and spin) (eV): 0.000
Total energy (eV): -47881.5935
LUMO level (spin up / spin down) (eV): 3.17 / 2.79
Multiplicity: 5
Highest occupied orbital energy (spin up / spin down) (eV): -1.3 / -3.7
Charge: -1